1.
The following is a quantum chemistry calculation of the molecule C4H4BrNOS in a non-equilibrium geometry, from the OMol25 dataset.

Each line ends with the Löwdin charge.
Geometry (Å):
Br1 2.36473 -1.58429 -1.70968  0.750
S1 0.27320 -2.39616 0.68097  0.881
O1 -0.01503 -3.61076 -0.02382  -0.552
N1 -0.66228 2.06861 0.15629  0.071
C1 0.69681 0.24571 -0.60282  -0.169
C2 1.03946 -1.09485 -0.54737  -0.913
C3 -1.25000 -0.12052 0.92423  0.082
C4 -0.49549 0.70645 0.25971  -0.489
H1 1.05537 0.86621 -1.49922  0.117
H2 -1.85048 -0.19538 1.77749  0.020
H3 -0.04607 2.59767 -0.41427  0.071
H4 -1.11022 2.51731 0.99848  0.132

Forces on the atoms, in the same order (eV/Å):
0.8910 -1.0623 -0.6907
0.9269 4.2435 0.4271
-0.5459 -1.6236 -1.3557
-1.7527 0.7676 2.2846
-1.4629 -2.5791 -0.2337
-1.3693 2.2898 0.9420
0.8770 -1.9920 -0.1690
2.2892 0.6119 -2.0272
-0.3066 -0.6879 1.8645
-0.8174 0.0818 0.7655
0.4052 0.3561 0.0058
0.8655 -0.4058 -1.8131

orbital gap (spin up / spin down)	8.10 / 7.75	eV
charge	0


2.
The following is a quantum chemistry calculation of a cluster of 2 separate species, C9H16N2O2 in total in a non-equilibrium geometry, from the OMol25 dataset.

Each line ends with the Löwdin charge.
Geometry (Å):
O1 -0.73486 1.02926 -0.78488  0.030
O2 -4.24879 -1.14979 -2.62077  0.011
N1 -2.61588 -0.41964 -4.14252  0.105
N2 -2.56872 0.33918 -1.87309  0.180
C1 0.62545 0.90977 2.74816  -0.290
C2 -1.36148 0.10072 -4.30424  -0.063
C3 -3.22164 -0.42539 -2.87488  -0.400
C4 -0.67385 0.65818 -3.23174  0.004
C5 1.14258 -0.23746 1.85471  -0.218
C6 2.34169 -0.99980 2.55704  -0.194
C7 3.38635 -1.82155 1.60219  -0.087
C8 -0.40851 1.82310 2.04017  -0.160
C9 -1.21553 0.69714 -1.88690  -0.435
H1 2.88503 -0.28749 3.10575  0.063
H2 -0.90727 -0.11107 -5.32252  0.149
H3 -3.25745 -0.71629 -4.82978  0.142
H4 4.15744 -2.47320 2.12384  0.070
H5 -1.15847 2.35238 2.70074  0.081
H6 1.28146 1.62117 3.32590  0.117
H7 0.31105 -0.88909 1.53909  0.109
H8 1.46335 0.22933 0.88937  0.108
H9 1.79685 -1.64354 3.23927  0.093
H10 2.80390 -2.69257 1.18052  0.073
H11 -3.06343 0.42947 -0.96734  0.179
H12 4.06956 -1.50006 0.94814  -0.007
H13 0.35774 1.09243 -3.32243  0.128
H14 -0.12335 0.60536 3.47682  0.087
H15 -1.11268 1.05229 1.59151  0.061
H16 0.04944 2.42716 1.23788  0.063

Forces on the atoms, in the same order (eV/Å):
-0.1226 -0.5352 -3.0202
3.5799 3.1552 -1.2300
-0.0996 0.6714 2.6520
-1.4061 -1.0960 -0.8254
-1.8580 1.6743 0.9155
1.4681 0.2095 0.3780
-2.5397 -2.1511 1.9249
1.2739 -0.0720 -1.5496
1.5381 1.0628 -0.5146
-0.1592 -0.6589 -2.6554
-3.4473 -4.1281 4.0158
-1.3373 -1.3280 -1.0469
-0.8392 0.6937 2.1914
0.6899 0.9270 0.8530
-0.5498 0.7927 1.4650
-0.1218 -0.5426 -1.1637
-1.0725 0.8117 0.8724
1.5265 0.0111 -0.3481
0.3298 -1.3132 -0.8182
0.2868 0.0619 0.4808
0.0336 -0.3046 0.6523
0.6726 -0.5870 0.2620
0.3700 1.1591 -0.2896
0.5530 -0.4190 -0.9038
1.5246 2.7741 -3.0943
-1.2029 -0.7892 -0.2302
0.7501 -1.1838 0.8303
0.7922 1.1404 -0.1903
-0.6333 -0.0360 0.3868

structure (SMILES)	O=c1cc[nH]c(=O)[nH]1.CCCCC
orbital gap	9.78	eV
charge	0


- What is the formula in the second record?
  C9H16N2O2